Record 1
Below is a single C7H10Br2 molecule in a non-equilibrium geometry, with properties calculated with the ωB97M-V functional and the def2-TZVPD basis.

CARTESIAN COORDINATES (ANGSTROEM)
C  0.496  -1.393  -2.799
C  0.531  -0.507  -1.675
C  -0.285  -0.684  -0.550
C  -0.170  0.187  0.672
C  1.065  0.078  1.765
C  -1.422  0.099  1.509
C  0.003  1.663  0.181
Br  2.787  0.345  1.299
Br  0.948  -1.394  2.893
H  0.714  -0.953  -3.760
H  -0.122  -2.285  -2.876
H  1.067  0.443  -1.548
H  -0.971  -1.430  -0.553
H  -1.457  -1.032  1.908
H  -2.204  0.297  0.906
H  -1.217  0.732  2.267
H  0.871  1.647  -0.480
H  0.392  2.218  1.026
H  -1.027  1.972  -0.184

The strongest force on any atom comes out at 6.1 eV Å⁻¹. The calculation puts the molar mass at 254.0 g/mol. The electronic energy comes out at -5420.56129 hartree. For the energy above the lowest of the compared OMol25 structures with the same formula, charge and spin, the calculation gives 57.7 kcal per mole. For the HOMO energy (spin up / spin down), the calculation gives -7.95 / -8.33 eV.



Record 2
Below is 2 unconnected molecules or ions with the total composition C5H14NO in a non-equilibrium geometry, with properties calculated with the ωB97M-V functional and the def2-TZVPD basis.

CARTESIAN COORDINATES (ANGSTROEM)
C  0.105  0.887  1.155
C  1.088  -0.307  1.285
C  0.739  -1.299  0.217
C  1.688  -1.739  -0.624
C  -0.677  -1.836  0.032
N  0.253  1.579  -0.179
H  0.135  1.638  1.933
H  -0.903  0.476  1.146
H  2.097  0.076  1.340
H  0.853  -0.675  2.293
H  2.610  -1.155  -0.700
H  1.651  -2.634  -1.234
H  -0.543  -2.867  -0.303
H  -1.267  -1.226  -0.650
H  -1.281  -1.984  0.927
H  -0.600  1.989  -0.595
H  0.586  0.891  -0.868
H  0.982  2.289  -0.117
H  -2.758  2.458  -1.922
H  -2.741  0.956  -1.427
O  -2.285  1.816  -1.402

The strongest force on any atom comes out at 2.4 eV Å⁻¹. The calculation puts the molar mass at 104.2 g/mol. The electronic energy comes out at -328.64283 hartree. The net charge is +1. For the energy above the lowest of the compared OMol25 structures with the same formula, charge and spin, the calculation gives 27.2 kcal per mole. For the HOMO energy, the calculation gives -13.22 eV.



Record 3
Below is a molecular structure, C7H19GaN5, with properties calculated with the ωB97M-V functional and the def2-TZVPD basis.

CARTESIAN COORDINATES (ANGSTROEM)
Ga  -0.398  -0.275  -0.274
N  -0.572  0.393  -2.170
C  -0.880  -0.770  -3.070
C  -0.082  -1.971  -2.574
N  -0.266  -2.107  -1.081
C  -1.588  -2.738  -0.710
C  -1.890  -2.455  0.745
N  -1.819  -0.953  0.960
H  -1.196  1.184  -2.343
H  0.358  0.753  -2.409
H  -0.622  -0.531  -4.100
H  -1.953  -0.949  -3.033
H  0.985  -1.852  -2.765
H  -0.414  -2.886  -3.062
H  0.475  -2.703  -0.710
H  -1.554  -3.807  -0.920
H  -2.359  -2.299  -1.346
H  -1.154  -2.910  1.409
H  -2.875  -2.821  1.027
H  -1.586  -0.769  1.938
H  -2.741  -0.526  0.834
C  1.222  3.241  3.168
N  1.840  2.601  1.967
C  3.267  2.945  1.663
C  1.196  1.816  1.224
N  0.571  1.116  0.506
H  1.317  4.318  3.049
H  1.765  2.902  4.047
H  0.173  2.967  3.235
H  3.326  4.025  1.547
H  3.577  2.451  0.746
H  3.875  2.611  2.500

The strongest force on any atom comes out at 0.5 eV Å⁻¹. The calculation puts the molar mass at 243.0 g/mol. The electronic energy comes out at -2475.68862 hartree. The net charge is +3. For the HOMO energy, the calculation gives -20.48 eV.



Record 4
Below is 2 unconnected molecules or ions with the total composition C6H9NO in a non-equilibrium geometry, with properties calculated with the ωB97M-V functional and the def2-TZVPD basis.

CARTESIAN COORDINATES (ANGSTROEM)
C  -0.673  -0.932  0.079
C  2.388  0.079  -0.027
C  -1.553  -0.611  1.173
C  -1.931  -0.368  -0.302
C  3.453  -0.881  -0.250
C  -2.229  1.142  -0.609
N  1.652  0.959  0.108
O  0.848  1.755  0.535
H  -1.926  -1.546  1.686
H  -1.451  0.286  1.638
H  -2.608  -1.166  -0.778
H  3.120  -1.665  -0.781
H  4.091  -0.324  -0.913
H  3.746  -1.330  0.630
H  -1.389  1.652  -0.550
H  -3.070  1.684  -0.042
H  -2.468  1.266  -1.598

The strongest force on any atom comes out at 4.9 eV Å⁻¹. The calculation puts the molar mass at 111.1 g/mol. The electronic energy comes out at -363.69774 hartree. For the energy above the lowest of the compared OMol25 structures with the same formula, charge and spin, the calculation gives 204.9 kcal per mole. For the HOMO energy, the calculation gives -8.14 eV.



Record 5
Below is a single C3H2N2O2 molecule, with properties calculated with the ωB97M-V functional and the def2-TZVPD basis.

CARTESIAN COORDINATES (ANGSTROEM)
O  1.310  -2.132  -0.866
C  1.159  -1.383  0.063
C  0.236  -0.209  -0.013
N  -0.552  0.225  0.919
C  -1.194  1.247  0.268
N  -0.808  1.442  -0.960
O  0.143  0.464  -1.158
H  1.674  -1.508  1.030
H  -1.968  1.855  0.716

The strongest force on any atom comes out at 0.5 eV Å⁻¹. The calculation puts the molar mass at 98.1 g/mol. The electronic energy comes out at -375.45232 hartree. For the energy above the lowest of the compared OMol25 structures with the same formula, charge and spin, the calculation gives 37.2 kcal per mole. Its SMILES is O=Cc1ncno1. For the HOMO energy, the calculation gives -11.15 eV.



Record 6
Below is a single C6H9NO molecule in a non-equilibrium geometry, with properties calculated with the ωB97M-V functional and the def2-TZVPD basis.

CARTESIAN COORDINATES (ANGSTROEM)
C  0.193  -0.590  -0.822
C  -2.103  0.731  0.971
C  0.732  -1.762  -0.064
C  -1.148  -0.163  -0.947
C  1.052  0.850  -0.702
C  2.012  1.100  0.179
O  -2.208  0.376  -0.416
N  -0.666  -0.695  -2.015
H  0.907  1.508  -1.554
H  -1.307  1.463  1.119
H  -3.077  1.137  1.240
H  -1.898  -0.158  1.575
H  1.719  -2.024  -0.447
H  0.054  -2.610  -0.186
H  0.818  -1.530  1.000
H  2.213  0.446  1.016
H  2.704  1.921  0.052

The strongest force on any atom comes out at 5.1 eV Å⁻¹. The calculation puts the molar mass at 111.1 g/mol. The electronic energy comes out at -363.88901 hartree. For the energy above the lowest of the compared OMol25 structures with the same formula, charge and spin, the calculation gives 84.9 kcal per mole. Its SMILES is C=C[C@]1(C)N=C1OC. For the HOMO energy, the calculation gives -8.92 eV.



Repeat the third record exactly.
Below is a molecular structure, C7H19GaN5, with properties calculated with the ωB97M-V functional and the def2-TZVPD basis.

CARTESIAN COORDINATES (ANGSTROEM)
Ga  -0.398  -0.275  -0.274
N  -0.572  0.393  -2.170
C  -0.880  -0.770  -3.070
C  -0.082  -1.971  -2.574
N  -0.266  -2.107  -1.081
C  -1.588  -2.738  -0.710
C  -1.890  -2.455  0.745
N  -1.819  -0.953  0.960
H  -1.196  1.184  -2.343
H  0.358  0.753  -2.409
H  -0.622  -0.531  -4.100
H  -1.953  -0.949  -3.033
H  0.985  -1.852  -2.765
H  -0.414  -2.886  -3.062
H  0.475  -2.703  -0.710
H  -1.554  -3.807  -0.920
H  -2.359  -2.299  -1.346
H  -1.154  -2.910  1.409
H  -2.875  -2.821  1.027
H  -1.586  -0.769  1.938
H  -2.741  -0.526  0.834
C  1.222  3.241  3.168
N  1.840  2.601  1.967
C  3.267  2.945  1.663
C  1.196  1.816  1.224
N  0.571  1.116  0.506
H  1.317  4.318  3.049
H  1.765  2.902  4.047
H  0.173  2.967  3.235
H  3.326  4.025  1.547
H  3.577  2.451  0.746
H  3.875  2.611  2.500

The strongest force on any atom comes out at 0.5 eV Å⁻¹. The calculation puts the molar mass at 243.0 g/mol. The electronic energy comes out at -2475.68862 hartree. The net charge is +3. For the HOMO energy, the calculation gives -20.48 eV.



Which of these has the highest electronic energy? C5H14NO